Entry from the Open Molecules 2025 dataset: 8 unconnected molecules or ions with the total composition C40H83BrN12O2 at a distorted geometry (the ωB97M-V functional and the def2-TZVPD basis).

Each line ends with the Mulliken charge.
Geometry (Å):
Br -0.63 7.58 -3.49  -1.00
O 6.21 -6.75 0.10  -0.49
O -9.59 6.25 -5.54  -0.50
N 8.74 -6.13 -1.40  -0.27
N 0.82 8.07 5.27  0.14
N -4.42 1.63 1.58  0.10
N -2.62 0.29 1.98  0.21
N -4.11 -6.56 13.36  0.09
N -0.61 -5.58 -5.49  0.23
N 1.90 6.22 6.06  0.19
N 6.52 4.50 -5.28  0.18
N -7.73 5.00 -7.72  -0.21
N -4.65 -6.49 11.22  0.20
N 7.26 6.65 -5.69  0.13
N -1.19 -7.42 -4.34  0.11
C 0.88 7.15 6.31  -0.22
C -8.63 4.07 -8.62  -0.86
C 9.88 -6.34 -2.46  -1.02
C -4.82 -6.91 9.88  -0.21
C 7.61 8.04 -5.37  -0.06
C -1.49 -6.11 -4.58  -0.17
C -0.12 -7.80 -5.21  -0.36
C -1.95 -8.32 -3.46  -0.86
C -4.49 -5.23 13.00  -0.35
C 7.58 -7.09 -1.91  -0.47
C -0.57 -3.33 -4.42  -1.22
C 2.07 5.35 8.52  -1.23
C 0.15 -6.64 -5.96  -0.42
C 7.38 5.82 -6.89  -0.29
C -2.45 -1.92 3.10  -1.26
C -5.55 -8.19 9.62  -1.28
C -6.37 5.25 -8.41  -0.91
C 2.43 5.26 6.97  -0.26
C 0.08 9.28 5.41  -0.87
C -4.01 0.40 2.11  -0.17
C -8.30 6.42 -7.41  -0.52
C 1.70 7.70 4.32  -0.36
C -4.89 -5.19 11.70  -0.30
C -5.78 2.09 1.48  -0.68
C 6.24 -6.65 -1.26  -0.54
C 2.21 6.50 4.77  -0.39
C -0.37 -4.13 -5.71  -0.29
C 6.91 4.56 -6.56  -0.35
C -3.34 2.29 1.25  -0.18
C 9.42 -6.64 -0.08  -0.70
C 6.69 5.78 -4.75  -0.30
C 6.01 3.42 -4.49  -0.90
C -3.73 -7.00 14.70  -0.82
C -7.44 4.25 -6.40  -0.85
C -1.71 -0.84 2.38  -0.18
C -2.18 1.57 1.58  -0.59
C -9.73 6.52 -6.90  -0.50
C -4.29 -7.31 12.24  -0.14
C 8.42 -4.65 -1.56  -0.88
C 8.66 8.60 -6.33  -1.42
H -5.69 5.72 -7.71  0.40
H 7.77 -4.61 -2.43  0.32
H 9.41 -7.73 -0.08  0.33
H 0.80 -6.46 -6.81  0.45
H -3.30 -6.21 15.32  0.33
H -2.99 -8.03 -3.52  0.37
H 8.68 -6.26 0.63  0.35
H -1.56 -8.26 -2.44  0.29
H -1.59 -3.44 -4.04  0.35
H 9.22 9.48 -6.03  0.38
H -2.21 -5.54 -4.03  0.31
H 6.41 6.10 -3.75  0.36
H -6.60 -8.23 9.91  0.35
H -8.32 6.93 -8.37  0.43
H -6.33 1.68 2.33  0.30
H 0.29 -8.80 -5.11  0.47
H -10.17 7.51 -6.84  0.45
H -1.14 1.86 1.55  0.43
H 0.72 10.16 5.40  0.38
H -0.92 -3.74 -6.57  0.32
H -8.39 3.78 -6.15  0.35
H 0.66 7.39 7.34  0.28
H -5.38 -6.12 9.39  0.32
H 8.11 7.91 -4.42  0.28
H -0.48 9.45 6.33  0.33
H -5.03 -9.07 10.01  0.36
H -2.90 -7.69 14.53  0.36
H 2.81 4.70 8.99  0.35
H 8.04 6.21 -7.65  0.43
H 10.07 -7.40 -2.56  0.42
H -1.81 -2.80 3.14  0.35
H -8.06 3.17 -8.83  0.37
H -4.68 -0.29 2.61  0.29
H 3.51 5.35 6.85  0.38
H -3.55 3.28 0.87  0.43
H 7.93 -8.12 -1.83  0.43
H -0.49 -2.26 -4.61  0.38
H 8.31 8.74 -7.35  0.37
H -0.68 9.37 4.63  0.35
H 7.07 3.67 -7.16  0.41
H 9.56 7.98 -6.35  0.40
H 2.16 4.27 6.61  0.31
H 1.98 8.31 3.48  0.46
H -6.54 5.75 -9.36  0.41
H 1.29 4.68 8.87  0.35
H 5.29 2.77 -4.99  0.37
H 9.36 -4.09 -1.55  0.37
H -7.61 7.04 -6.84  0.41
H -3.85 -6.96 9.39  0.24
H -6.72 3.51 -6.76  0.46
H 2.96 5.88 4.30  0.44
H -2.53 -1.68 4.16  0.37
H 5.43 -7.23 -1.69  0.47
H -3.49 -2.11 2.81  0.34
H -1.25 -1.26 1.48  0.28
H -5.69 -8.33 8.54  0.38
H 5.41 3.79 -3.65  0.34
H -8.65 4.56 -9.59  0.36
H -5.78 3.16 1.32  0.25
H 5.38 -7.08 0.45  0.32
H -10.46 5.91 -7.43  0.24
H 1.93 6.34 8.94  0.37
H 7.55 -6.81 -2.96  0.38
H -4.64 -7.37 15.16  0.33
H 10.80 -5.87 -2.13  0.43
H 6.80 2.93 -3.93  0.35
H 9.59 -5.88 -3.41  0.45
H 10.39 -6.20 0.16  0.36
H -10.29 6.70 -5.06  0.34
H -4.22 -8.39 12.25  0.37
H -6.95 4.91 -5.68  0.33
H 0.65 -3.96 -6.07  0.36
H 6.63 8.50 -5.30  0.34
H -1.90 -9.32 -3.89  0.36
H -9.57 3.94 -8.08  0.42
H 0.17 -3.49 -3.64  0.32
H -0.94 -0.37 2.99  0.34
H 7.84 -4.62 -0.64  0.45
H -5.02 -4.29 11.12  0.35
H -6.19 1.49 0.67  0.37
H -5.98 4.24 -8.58  0.40
H 6.01 -5.63 -1.56  0.28
H -4.46 -4.42 13.71  0.42

Summary:
**Energy above the lowest of the compared OMol25 structures with the same formula, charge and spin**: 0.0 kJ/mol
**HOMO-LUMO gap**: 3.125 eV
**Total charge**: +6
**LUMO energy**: -0.3346 hartree